The following is a DFT calculation (wB97M-V/def2-TZVPD) of an isolated molecule of C9H11NOS.

Geometry as XYZ:
```
23
Properties=species:S:1:pos:R:3:forces:R:3
C -2.36131 2.61323 -0.04416 0.8 0.4 -1.9
O -2.90748 1.31868 -0.08033 -1.0 0.7 0.5
C -2.11502 0.25514 -0.05318 1.0 -1.3 -0.7
C -2.75032 -0.97100 0.24374 0.7 -1.1 -0.2
C -2.00691 -2.17240 0.19476 0.1 1.3 0.0
C -0.63113 -2.11987 -0.13019 -1.3 -0.5 0.5
C -0.02976 -0.92208 -0.38726 -0.8 1.1 -0.3
C 1.38540 -0.83200 -0.74378 1.8 -1.0 0.1
C 2.26042 -0.07629 0.21904 1.1 1.4 -0.8
N 1.86360 0.14008 1.45810 -1.7 -1.3 0.9
S 3.66334 0.67936 -0.26483 -0.1 -0.3 -0.3
C -0.75786 0.29056 -0.41401 -0.7 -0.4 1.3
H -1.66181 2.75580 0.78187 -0.1 0.0 0.0
H -3.21950 3.26725 0.03010 0.0 0.2 0.2
H -1.83042 2.85930 -1.03757 -0.6 -0.3 1.4
H -3.81806 -0.96328 0.47920 0.4 0.0 0.0
H -2.44688 -3.13632 0.43549 -0.1 0.3 -0.1
H -0.04585 -3.02684 -0.16223 0.0 -0.1 0.0
H 1.49738 -0.36392 -1.69937 0.1 0.6 -0.5
H 1.91028 -1.79373 -0.91949 -0.6 0.1 0.3
H 1.14323 -0.40904 1.92026 0.0 0.2 -0.5
H 2.37228 0.75612 2.03496 0.8 0.5 0.5
H -0.26042 1.26318 -0.49977 -0.1 -0.6 -0.3
```
Forces are in eV/Å.

Its SMILES is COc1cccc(CC(N)=S)c1. The LUMO energy is 0.635 eV. The value obtained for the electronic energy is -23883.818 eV. As for the net charge: 0. The value obtained for the orbital gap is 0.323 Ha. As for the relative energy (zero: lowest compared OMol25 entry of this formula, charge and spin): 61.46 kJ/mol. Its largest force on an atom is 2.33 eV/A. The HOMO energy comes out at -8.2 eV.

***

The following is a DFT calculation (wB97M-V/def2-TZVPD) of an isolated molecule of C9H11NSi.

Geometry as XYZ:
```
22
Properties=species:S:1:pos:R:3:forces:R:3
C -2.17464 1.33626 -0.05482 2.9 -2.4 0.0
C -0.96452 2.03009 -0.08813 0.4 -0.5 0.5
C -1.10027 -0.80216 0.09264 2.1 2.2 0.8
C -2.24876 -0.07516 0.03547 -2.6 0.2 -0.3
C 0.12658 -0.08260 0.12031 -1.3 0.5 -0.7
C 0.22129 1.30512 -0.03116 2.2 -0.6 0.9
C 2.38816 -0.46409 0.02932 4.5 -1.2 0.9
C -3.62056 -0.83438 -0.02114 0.9 1.2 -0.1
C 3.42399 -1.60285 -0.07845 -1.6 0.7 1.1
N 1.25031 -0.89403 0.13622 -3.2 -0.8 -0.2
Si 2.88282 1.32353 0.13496 -4.2 2.8 -1.7
H -3.02228 1.85532 -0.16826 -3.2 1.9 -0.2
H -0.94991 3.10849 -0.03401 -0.1 0.1 -0.3
H -0.94792 -1.81529 0.30827 -0.6 -1.6 -0.1
H -4.54599 -0.29472 -0.02057 -0.2 1.5 -0.8
H -3.65468 -1.51964 -0.83035 0.1 -0.5 -1.0
H -3.90768 -1.39829 0.81210 0.8 -1.3 1.8
H 2.76301 -2.47513 0.01377 0.6 -0.1 -0.2
H 4.06104 -1.55744 0.81835 0.6 -0.1 -0.9
H 3.80460 -1.53077 -1.07899 1.2 -0.3 -0.2
H 2.93393 1.98746 -1.23684 0.6 -0.5 0.7
H 3.28145 2.40027 1.14134 0.0 -1.2 -0.2
```
Forces are in eV/Å.

The LUMO energy is -0.489 eV. The value obtained for the electronic energy is -18874.468 eV. As for the net charge: 0. The value obtained for the orbital gap is 0.289 Ha. As for the relative energy (zero: lowest compared OMol25 entry of this formula, charge and spin): 416.15 kJ/mol. Its largest force on an atom is 5.32 eV/A. The HOMO energy comes out at -8.4 eV.

***

The following is a DFT calculation (wB97M-V/def2-TZVPD) of a 2-piece molecular cluster, C9H11O2 overall.

Geometry as XYZ:
```
22
Properties=species:S:1:pos:R:3:forces:R:3
C -1.28220 -2.95639 -0.34433 0.0 0.3 0.2
C -0.97034 -2.05510 -1.57877 0.3 -0.6 -0.1
O -1.81401 -1.16068 -1.84093 0.0 0.0 0.1
O 0.08929 -2.33122 -2.18343 -0.2 0.2 0.0
H -1.77877 -2.34486 0.41333 0.0 -0.2 0.1
H -0.38162 -3.41437 0.06593 0.1 0.2 0.0
H -1.94696 -3.78135 -0.59225 -0.2 0.0 -0.3
C -1.52893 0.49423 0.82964 0.1 0.6 -0.1
C 0.26295 1.29936 -0.73708 -0.4 0.0 -0.4
C -0.12360 0.93669 0.54920 0.9 -0.5 0.3
C 1.49523 1.87436 -0.99260 0.6 0.0 0.5
C 0.86100 0.95104 1.54649 -1.0 0.5 -0.3
C 2.44634 1.94952 0.02640 -0.7 0.4 -0.1
C 2.10469 1.50017 1.29339 0.9 -0.6 0.2
H -0.40575 1.03814 -1.54783 -0.2 0.3 -0.1
H 1.76355 2.27706 -1.96133 -0.2 -0.3 -0.2
H -1.60846 -0.08904 1.74740 0.0 0.0 -0.1
H -1.90873 -0.04049 -0.03685 -0.2 -0.3 0.0
H 0.55459 0.57956 2.51474 0.3 0.0 0.2
H 3.40577 2.40874 -0.16224 0.1 -0.1 0.0
H 2.89106 1.45523 2.04784 -0.3 0.2 0.0
H -2.12512 1.40939 0.94328 -0.1 -0.2 0.1
```
Forces are in eV/Å.

The LUMO energy is 3.569 eV. The value obtained for the electronic energy is -13608.018 eV. As for the net charge: -1. The value obtained for the orbital gap is 0.282 Ha. As for the relative energy (zero: lowest compared OMol25 entry of this formula, charge and spin): 18.71 kJ/mol. Its largest force on an atom is 1.15 eV/A. The HOMO energy comes out at -4.1 eV.

***

The following is a DFT calculation (wB97M-V/def2-TZVPD) of a 2-piece molecular cluster, C9H11O2 overall.

Geometry as XYZ:
```
22
Properties=species:S:1:pos:R:3:forces:R:3
C -2.30334 -3.62275 1.90357 -0.1 0.4 0.3
C -1.63411 -3.12209 3.21868 0.1 0.2 -0.1
O -0.40255 -3.31780 3.33120 0.0 -0.1 -0.1
O -2.40147 -2.53708 4.01675 0.0 -0.1 0.1
H -2.43062 -4.70727 1.90994 0.2 0.0 -0.1
H -1.71588 -3.29508 1.04291 0.0 -0.3 0.0
H -3.28486 -3.15444 1.86892 -0.1 -0.1 -0.2
C 0.40130 3.53524 -2.06208 0.0 -0.2 0.1
C 0.95105 0.78628 0.49157 -0.2 -0.5 -0.1
C 0.61648 2.00881 -0.07052 0.3 -0.2 0.0
C 1.38553 -0.25269 -0.32151 0.2 0.0 -0.1
C 0.79054 2.21873 -1.43804 0.0 0.4 0.1
C 1.61381 -0.03565 -1.67438 -0.1 0.1 0.3
C 1.32373 1.20847 -2.22347 0.2 -0.4 0.0
H 0.84390 0.56209 1.54514 -0.2 0.3 0.0
H 0.24324 2.80590 0.55919 0.0 0.1 0.0
H 1.54873 -1.22919 0.11203 0.1 0.0 0.0
H 2.02852 -0.83971 -2.27153 -0.1 0.1 -0.1
H 0.45785 4.34634 -1.33908 -0.1 0.1 0.0
H -0.62435 3.47150 -2.43266 0.0 0.1 0.0
H 1.53789 1.38521 -3.26993 -0.1 0.1 -0.1
H 1.05463 3.78518 -2.89670 0.0 0.0 -0.1
```
Forces are in eV/Å.

The LUMO energy is 2.793 eV. The value obtained for the electronic energy is -13607.875 eV. As for the net charge: -1. The value obtained for the orbital gap is 0.240 Ha. As for the relative energy (zero: lowest compared OMol25 entry of this formula, charge and spin): 32.50 kJ/mol. Its largest force on an atom is 0.57 eV/A. The HOMO energy comes out at -3.7 eV.

***

The following is a DFT calculation (wB97M-V/def2-TZVPD) of a 2-piece molecular cluster, C9H11O3 overall.

Geometry as XYZ:
```
23
Properties=species:S:1:pos:R:3:forces:R:3
C 3.10243 2.73086 1.24332 -1.0 0.9 1.1
C 0.71187 -0.65333 0.09162 -0.8 -0.2 0.5
C 0.11207 0.58882 0.28480 -0.4 1.2 0.0
C 2.00315 -0.82481 0.61233 0.8 -0.7 -0.6
C 0.88033 1.63276 0.73624 1.4 0.7 0.5
C 2.80842 0.23929 0.96020 -0.4 1.0 0.2
C 2.24758 1.51642 1.01413 0.2 -0.3 -0.6
O 0.08336 -1.68160 -0.43295 0.6 -1.0 0.1
H -0.86341 -1.60999 -0.88015 0.0 0.7 0.0
H -0.92250 0.85954 0.09068 0.0 -0.9 -0.2
H 2.43363 -1.82262 0.63064 -0.2 0.0 -0.2
H 0.49983 2.63346 0.91744 -0.5 -0.1 -0.3
H 3.87587 0.16207 1.17106 -0.2 -0.4 0.1
H 3.63452 2.67616 2.20376 0.5 -0.2 -0.5
H 2.44252 3.59785 1.41086 0.0 -0.2 -0.1
H 3.72748 3.05441 0.41170 0.3 -0.4 0.0
C -4.34521 -2.20506 -1.72286 0.0 0.3 -0.2
C -3.15364 -1.40586 -1.17474 0.5 -0.7 0.5
O -2.02242 -1.69593 -1.69069 -0.4 -0.1 -0.4
O -3.32835 -0.62649 -0.23775 -0.4 0.4 0.1
H -4.07917 -3.24708 -1.87970 0.1 0.0 0.0
H -4.63548 -1.78462 -2.68470 0.0 0.0 -0.2
H -5.21285 -2.13427 -1.07524 0.0 0.0 0.2
```
Forces are in eV/Å.

The LUMO energy is 3.387 eV. The value obtained for the electronic energy is -15656.034 eV. As for the net charge: -1. The value obtained for the orbital gap is 0.284 Ha. As for the relative energy (zero: lowest compared OMol25 entry of this formula, charge and spin): 25.74 kJ/mol. Its largest force on an atom is 1.70 eV/A. The HOMO energy comes out at -4.3 eV.

***

The following is a DFT calculation (wB97M-V/def2-TZVPD) of C9H11O3 as an isolated structure.

Geometry as XYZ:
```
23
Properties=species:S:1:pos:R:3:forces:R:3
C -2.98292 2.07401 0.79591 -1.4 0.7 -1.5
C -3.75118 0.86906 1.37337 0.7 0.3 -0.2
O -3.04486 -0.11813 1.83017 -0.4 -0.6 0.1
O -4.96763 0.94657 1.39823 -0.3 -0.2 0.2
H -2.32838 2.60922 1.46728 0.3 -0.2 0.3
H -3.78327 2.75097 0.45186 0.1 0.2 0.7
H -2.51173 1.93678 -0.18599 0.5 -0.8 0.6
C 3.92436 -0.81093 -1.01280 0.5 -0.2 0.8
C -0.35714 -0.55654 -0.14748 1.4 -0.5 0.0
C 0.57479 -0.90414 0.87870 -1.5 -0.2 -0.8
C 0.22223 -0.25516 -1.42331 -1.2 -0.5 1.8
C 1.89308 -1.13800 0.58035 1.4 0.2 0.9
C 1.58941 -0.18842 -1.54343 0.2 -0.3 -0.5
C 2.49869 -0.71078 -0.58799 -1.6 0.8 -1.6
O -1.63834 -0.61265 -0.01452 -0.7 -0.3 -0.4
H -2.31441 -0.57430 0.97665 0.6 1.1 0.1
H 0.14086 -1.16324 1.82770 0.1 -0.2 0.4
H -0.53510 -0.25976 -2.20282 0.5 0.8 -0.4
H 2.52195 -1.59370 1.34796 -0.1 0.1 0.0
H 1.92020 0.25929 -2.47650 0.5 -0.4 -0.1
H 4.58896 -0.77743 -0.14707 0.2 0.4 0.0
H 4.15706 -0.01700 -1.72743 0.2 -0.1 0.2
H 4.18338 -1.76572 -1.45885 -0.2 -0.3 -0.4
```
Forces are in eV/Å.

The LUMO energy is 3.326 eV. The value obtained for the electronic energy is -15655.322 eV. As for the net charge: -1. The value obtained for the orbital gap is 0.270 Ha. As for the relative energy (zero: lowest compared OMol25 entry of this formula, charge and spin): 94.36 kJ/mol. Its largest force on an atom is 2.40 eV/A. The HOMO energy comes out at -4.0 eV.

***

The following is a DFT calculation (wB97M-V/def2-TZVPD) of a 2-piece molecular cluster, C9H11O3 overall.

Geometry as XYZ:
```
23
Properties=species:S:1:pos:R:3:forces:R:3
C 2.25884 3.00340 -1.39266 -0.5 -0.8 0.7
C -0.95581 0.25293 -0.04721 0.4 0.2 -0.3
C 0.04191 -0.14194 -0.96401 0.0 0.7 -0.2
C -0.83003 1.59146 0.42608 -1.1 0.9 -0.6
C 0.98672 0.76175 -1.41076 1.0 -0.2 -0.7
C 0.11012 2.50606 -0.08473 0.4 -1.8 -0.2
C 1.09597 2.09082 -0.99519 0.2 -0.1 0.0
O -1.93022 -0.55907 0.23650 -0.3 -0.5 0.4
H -1.61366 -2.01212 -0.12907 0.4 -0.1 0.2
H -0.04176 -1.11583 -1.42416 0.1 -0.2 0.0
H -1.70305 2.01739 0.95747 0.6 -0.4 0.1
H 1.68127 0.41482 -2.19305 -0.2 0.1 0.4
H 0.13008 3.52640 0.21648 -0.2 0.7 0.4
H 2.98578 2.65679 -2.13775 -1.0 0.2 -0.8
H 2.99012 3.00036 -0.60320 0.2 0.2 1.1
H 1.87589 4.01519 -1.42720 0.4 0.4 -0.7
C -0.78724 -2.79793 2.09268 0.4 0.7 0.8
C -1.32977 -3.66250 0.97474 -0.1 0.0 -2.4
O -1.64703 -4.83329 0.98214 0.2 -0.4 1.4
O -1.38318 -3.05930 -0.23446 -0.5 1.0 1.3
H -1.61309 -2.36735 2.71891 0.6 -0.1 -1.0
H -0.18967 -2.00095 1.58530 -0.7 -0.3 0.8
H -0.13218 -3.28707 2.85312 -0.5 -0.3 -0.9
```
Forces are in eV/Å.

The LUMO energy (alpha / beta) is 5.459 / 5.415 eV. The value obtained for the electronic energy is -15651.846 eV. Its spin multiplicity is 2. As for the net charge: -2. The value obtained for the orbital gap (alpha / beta) is 0.069 / 0.228 Ha. As for the relative energy (zero: lowest compared OMol25 entry of this formula, charge and spin): 30.43 kJ/mol. Its largest force on an atom is 2.42 eV/A. The HOMO energy (alpha / beta) comes out at 3.6 / -0.8 eV.

***

The following is a DFT calculation (wB97M-V/def2-TZVPD) of C9H11O9P2STi as an isolated structure.

Geometry as XYZ:
```
33
Properties=species:S:1:pos:R:3:forces:R:3
Ti 0.15529 0.09760 -0.22548 -0.3 0.0 0.3
O 2.14853 0.06191 -0.19848 -0.2 -0.1 0.0
C 2.00512 1.08143 -0.96189 0.1 0.1 0.0
O 1.05897 0.98820 -1.80625 0.0 -0.1 0.0
C 2.48526 2.39709 -0.49450 -0.1 0.0 0.1
C 3.61014 3.10054 -0.87769 0.0 0.0 -0.1
C 3.86856 4.32514 -0.28042 0.0 0.0 0.0
C 3.00760 4.83073 0.68483 0.0 0.0 0.0
C 1.87752 4.12577 1.06902 0.0 0.0 0.0
C 1.60922 2.89860 0.47872 0.1 0.0 0.0
S 0.14890 2.00252 0.98428 -0.1 -0.1 0.0
H 4.27483 2.69736 -1.62948 0.0 0.0 0.0
H 4.74606 4.88610 -0.56941 0.0 0.0 0.0
H 3.21836 5.78595 1.14547 0.0 0.0 0.0
H 1.20643 4.51904 1.82088 0.0 0.0 0.0
C -3.26295 -2.50990 0.67151 0.0 0.0 0.0
C -2.30717 -2.54443 -0.51990 0.1 0.0 0.1
O -2.53623 -3.64009 -1.39433 0.0 0.0 0.0
P -2.49250 -1.08382 -1.58813 -0.1 0.1 -0.1
O -4.00294 -0.68590 -1.68358 0.1 0.0 0.0
O -2.07809 -1.48497 -3.03050 -0.1 0.0 0.0
O -1.64640 0.06943 -1.08724 0.3 -0.1 0.0
P -0.57008 -2.62537 0.08172 0.0 -0.1 -0.1
O 0.26452 -2.11665 -1.23078 -0.1 0.1 0.1
O -0.23767 -3.94672 0.58782 0.0 0.0 0.0
O -0.38135 -1.31618 0.91813 0.1 0.2 -0.2
H -4.29235 -2.57528 0.32203 0.0 0.0 0.0
H -3.12472 -1.60037 1.25861 0.0 0.0 0.0
H -3.06231 -3.36346 1.32029 0.0 0.0 0.0
H -2.31530 -4.46352 -0.93426 0.0 0.0 0.0
H -4.36870 -0.10293 -1.00432 0.0 0.0 0.0
H -2.29874 -2.39817 -3.27894 0.0 0.0 0.0
H 0.92868 -2.70513 -1.61402 0.0 0.0 0.1
```
Forces are in eV/Å.

The LUMO energy is -4.882 eV. The value obtained for the electronic energy is -80469.630 eV. As for the net charge: +1. The value obtained for the orbital gap is 0.271 Ha. As for the relative energy (zero: lowest compared OMol25 entry of this formula, charge and spin): 0.00 kJ/mol. Its largest force on an atom is 0.38 eV/A. The HOMO energy comes out at -12.3 eV.

***

The following is a DFT calculation (wB97M-V/def2-TZVPD) of C9H12BCl4CrF4O25Y as an isolated structure.

Geometry as XYZ:
```
57
Properties=species:S:1:pos:R:3:forces:R:3
Cr -0.01083 -9.99824 -33.24941 -3.0 2.1 2.7
Y 3.37172 -12.44050 -37.75784 -1.4 -0.3 6.3
Cl -3.05506 -11.24600 -33.75985 -2.6 0.4 5.0
O -1.93003 -10.55758 -34.31684 2.5 0.8 -1.5
O -4.23628 -10.50715 -33.93895 -1.0 1.2 -1.6
O -3.25267 -12.55356 -34.22942 0.9 -2.3 -2.3
O -2.85400 -11.33028 -32.34607 1.1 -0.1 0.6
Cl -0.66902 -6.65198 -34.68447 0.2 -2.0 2.3
O 0.27460 -5.84301 -33.91710 -1.3 0.1 -1.0
O -0.69915 -6.33613 -36.06450 0.1 0.9 -0.6
O -0.23458 -8.03251 -34.54323 2.5 -2.5 -0.5
O -1.96317 -6.80867 -34.11185 -1.3 2.6 0.3
Cl 5.39966 -9.46550 -35.75302 2.3 5.7 1.0
O 6.74045 -9.57291 -36.28275 -0.9 -1.2 0.4
O 5.35578 -9.51571 -34.32285 0.1 -0.8 -0.7
O 4.85293 -8.20669 -36.21624 -0.1 -1.4 0.2
O 4.54267 -10.51756 -36.26671 -2.5 -4.4 -2.7
Cl -0.13806 -12.53947 -30.55328 -3.3 7.2 -0.3
O -1.28880 -12.16173 -29.79919 -0.6 -2.0 0.6
O -0.35030 -13.49204 -31.53591 0.0 -4.5 -1.2
O 0.09744 -11.33560 -31.34346 1.3 2.2 -1.8
O 0.95181 -12.62673 -29.70500 3.0 -2.4 1.7
B 1.68398 -11.44119 -34.59537 -1.2 0.3 4.2
F 2.46422 -11.87701 -33.56770 1.7 -1.0 -0.4
F 2.06705 -11.88793 -35.83295 1.3 -1.2 -3.8
F 0.39658 -11.77040 -34.21127 -1.3 -3.6 -1.5
F 1.52107 -10.11139 -34.51649 2.9 3.0 -2.8
C 4.57130 -8.34778 -30.72045 2.7 -0.2 -0.9
C 4.29480 -7.02588 -31.46922 1.1 0.9 1.5
O 2.99820 -7.24930 -31.92073 -1.3 2.9 -0.5
C 2.69748 -8.46036 -31.85099 -3.7 -5.9 -1.9
O 1.62396 -8.98571 -32.25301 2.9 1.7 1.4
O 3.73561 -9.22180 -31.40252 -2.6 -0.3 0.0
H 4.48024 -8.39450 -29.63527 -0.7 0.5 0.0
H 5.53772 -8.80883 -30.92428 0.5 0.7 0.1
H 4.87965 -6.72282 -32.33767 0.4 -0.6 0.1
H 4.26623 -6.17447 -30.78923 0.0 0.0 0.0
C 2.76234 -15.25507 -32.76053 0.1 0.3 0.6
C 4.03494 -14.52842 -32.41882 -0.2 -0.5 5.3
O 4.57750 -14.03599 -33.52835 -0.2 0.5 -6.3
C 3.74191 -14.33817 -34.59095 0.1 0.5 2.8
O 3.95520 -14.03068 -35.75397 0.0 0.8 -1.1
O 2.65108 -14.98534 -34.14547 1.1 0.6 -2.8
H 1.89616 -14.77088 -32.30955 -0.1 -0.6 0.4
H 2.92296 -16.32443 -32.62351 -0.7 0.0 0.1
H 4.75836 -15.14830 -31.88920 0.1 -0.5 -0.3
H 3.89283 -13.73685 -31.68308 -0.5 0.4 -0.3
C -0.93948 -14.83183 -35.34261 -2.7 -1.8 0.1
C -0.14072 -16.13948 -35.44327 -3.3 -1.1 0.4
O 0.76623 -15.87385 -36.45005 2.8 -3.1 -0.7
C 0.75573 -14.68384 -36.78294 -1.7 3.5 2.9
O 1.65492 -14.17587 -37.42809 2.3 2.5 -2.8
O -0.20711 -14.00373 -36.14927 3.6 2.8 -2.1
H -1.26406 -14.52184 -34.34930 0.9 0.8 0.1
H -1.85666 -14.82349 -35.93150 -0.6 -1.0 0.6
H -0.75073 -16.86187 -35.98562 -0.4 -0.6 1.3
H 0.28124 -16.49155 -34.50194 0.4 0.0 -0.4
```
Forces are in eV/Å.

The LUMO energy (alpha / beta) is -6.057 / -6.116 eV. The value obtained for the electronic energy is -151784.707 eV. Its spin multiplicity is 5. As for the net charge: 0. The value obtained for the orbital gap (alpha / beta) is 0.067 / 0.069 Ha. Its largest force on an atom is 7.88 eV/A. The HOMO energy (alpha / beta) comes out at -7.9 / -8.0 eV.